1.
Entry from the OMol25 dataset: a structure of composition C16H12F3N4O4RhS2 at a distorted geometry (wB97M-V/def2-TZVPD).

Results
- E_LUMO: -1.1417 eV
- Kohn-Sham gap: 7.12 eV
- Energy above the lowest of the compared OMol25 structures with the same formula, charge and spin: 3.0 kcal/mol
- Net charge: 0

Each line ends with the natural charge from an NBO analysis.
CARTESIAN COORDINATES (ANGSTROEM)
Rh 0.368 0.215 0.783  0.763
N 3.955 1.273 -1.270  -0.768
C 2.741 1.048 -0.737  0.292
S 2.607 -0.206 0.458  -0.058
N 1.768 1.839 -1.166  -0.422
N 0.580 1.542 -0.605  -0.114
C -0.491 2.182 -0.925  0.019
C -1.749 1.704 -0.341  0.171
C -2.993 2.187 -0.712  -0.220
C -4.125 1.614 -0.151  -0.141
C -3.991 0.574 0.754  -0.246
C -2.716 0.142 1.085  0.088
N -1.635 0.694 0.551  -0.435
H 4.708 0.643 -1.066  0.408
H 4.022 1.869 -2.077  0.408
H -0.451 2.985 -1.649  0.220
H -3.068 2.992 -1.429  0.232
H -5.107 1.976 -0.424  0.230
H -4.850 0.103 1.208  0.239
H -2.541 -0.659 1.792  0.237
O -2.563 -0.608 7.756  -0.663
C -3.056 -0.069 6.619  0.765
O -4.241 0.059 6.484  -0.564
C -2.063 0.355 5.583  -0.131
C -2.498 1.256 4.615  -0.181
C -1.631 1.697 3.634  -0.232
C -0.314 1.236 3.582  -0.164
S 0.820 1.818 2.350  -0.058
C 0.113 0.324 4.545  -0.206
C -0.753 -0.110 5.537  -0.213
H -1.600 -0.566 7.756  0.483
H -3.521 1.606 4.659  0.237
H -1.964 2.419 2.899  0.221
H 1.123 -0.058 4.495  0.233
H -0.392 -0.850 6.243  0.205
F 0.186 -4.421 1.345  -0.305
C -0.537 -3.690 0.496  0.900
F -1.835 -3.841 0.817  -0.319
F -0.358 -4.168 -0.733  -0.303
C -0.170 -2.198 0.588  0.665
O -0.042 -1.703 1.738  -0.648
O -0.063 -1.523 -0.456  -0.624

---

2.
Entry from the OMol25 dataset: a structure of composition C27H15AlF5N4O2S4SbSe4 (wB97M-V/def2-TZVPD).

Results
- E_LUMO: 2.6056 eV
- Kohn-Sham gap: 4.81 eV
- Energy above the lowest of the compared OMol25 structures with the same formula, charge and spin: 0.0 kcal/mol
- Net charge: -2

Each line ends with the natural charge from an NBO analysis.
CARTESIAN COORDINATES (ANGSTROEM)
Al -0.397 0.122 -0.158  1.130
O 3.532 6.753 -0.596  -0.669
C 3.563 6.187 0.628  0.781
O 4.108 6.765 1.532  -0.588
C 2.903 4.854 0.787  -0.195
C 2.870 4.302 2.065  -0.151
C 2.261 3.085 2.292  -0.257
C 1.664 2.398 1.235  0.230
C 1.736 2.919 -0.041  -0.140
C 2.340 4.144 -0.265  -0.191
N 0.987 1.154 1.377  -0.491
C 0.937 0.595 2.516  0.169
C 0.321 -0.718 2.647  0.131
C 0.397 -1.409 3.837  -0.219
C -0.104 -2.708 3.881  -0.168
C -0.640 -3.238 2.733  -0.220
C -0.721 -2.451 1.582  0.115
N -0.253 -1.212 1.539  -0.521
H 3.042 6.202 -1.221  0.490
H 3.325 4.852 2.877  0.232
H 2.257 2.691 3.297  0.203
H 1.314 2.347 -0.849  0.249
H 2.354 4.503 -1.285  0.200
H 1.384 1.025 3.411  0.171
H 0.845 -0.939 4.702  0.211
H -0.061 -3.285 4.796  0.210
H -1.001 -4.255 2.683  0.232
H -1.192 -2.823 0.683  0.280
Se 0.494 -4.540 -0.881  -0.842
Sb 0.154 -2.464 -2.118  1.104
Se -1.995 -1.341 -1.290  -0.706
Se 1.686 -0.714 -1.096  -0.708
Se 0.264 -2.623 -4.517  -0.746
S -7.305 1.079 -0.411  -0.265
C -5.765 1.548 0.033  -0.115
S -4.559 0.438 0.575  0.468
C -3.408 1.737 0.753  -0.100
N -3.883 2.886 0.417  -0.279
N -5.198 2.774 0.020  -0.252
C -5.803 3.998 -0.381  0.135
C -7.141 4.260 -0.132  -0.218
C -7.677 5.479 -0.525  -0.217
C -6.890 6.429 -1.155  -0.234
C -5.547 6.158 -1.386  -0.216
C -4.999 4.947 -1.000  -0.159
S -1.831 1.481 1.413  -0.298
H -7.754 3.521 0.360  0.245
H -8.723 5.681 -0.328  0.201
H -7.318 7.373 -1.467  0.199
H -4.915 6.891 -1.870  0.208
H -3.957 4.727 -1.167  0.252
F 1.877 6.260 -4.505  -0.309
C 1.201 5.257 -3.914  0.227
C 0.065 5.517 -3.166  0.235
F -0.355 6.786 -3.024  -0.308
C -0.623 4.476 -2.570  0.360
F -1.706 4.813 -1.862  -0.312
C -0.227 3.136 -2.665  -0.277
S -1.165 1.864 -1.913  -0.287
C 0.915 2.916 -3.444  0.315
F 1.372 1.679 -3.634  -0.277
C 1.620 3.944 -4.052  0.250
F 2.710 3.680 -4.789  -0.301

---

3.
Entry from the OMol25 dataset: a structure of composition C20H48Hg2N2O16 at a distorted geometry (wB97M-V/def2-TZVPD).

Results
- E_LUMO: -2.1573 eV
- Kohn-Sham gap: 5.92 eV
- Net charge: 0

Each line ends with the Löwdin charge.
CARTESIAN COORDINATES (ANGSTROEM)
Hg 0.274 2.277 -1.293  1.315
Hg 2.321 -0.667 -0.699  1.370
C 0.301 0.335 0.741  -0.768
O 0.564 -0.947 0.726  -0.138
O -0.850 0.787 0.418  -0.089
O 1.337 1.106 0.520  -0.229
C 1.226 0.280 -2.794  -0.898
O 0.342 1.036 -3.339  -0.098
O 1.055 -0.956 -2.527  -0.110
O 2.221 0.918 -2.173  -0.251
C -3.314 2.955 -1.223  -0.217
C -3.983 2.093 -0.160  -0.232
O -3.259 2.136 1.054  -0.065
O -2.142 2.351 -1.754  -0.126
H -3.000 3.864 -0.711  0.110
H -4.026 3.226 -2.010  0.124
H -4.098 1.044 -0.458  0.120
H -4.986 2.513 -0.047  0.122
H -2.402 1.713 0.878  0.029
H -2.342 1.508 -2.182  0.113
C -3.046 -1.844 1.202  -0.249
C -2.300 -1.345 2.404  -0.228
O -0.997 -1.917 2.528  -0.090
O -2.669 -1.213 -0.004  -0.082
H -4.129 -1.715 1.347  0.114
H -2.945 -2.928 1.062  0.114
H -2.806 -1.543 3.345  0.119
H -2.196 -0.260 2.266  0.105
H -0.466 -1.640 1.765  -0.006
H -1.935 -0.600 0.166  0.022
C 2.183 1.151 3.945  -0.237
C 3.242 1.427 4.966  -0.245
O 4.496 1.702 4.342  -0.071
O 2.080 2.258 3.044  -0.094
H 1.215 0.902 4.396  0.125
H 2.447 0.248 3.378  0.126
H 3.359 0.552 5.610  0.121
H 3.037 2.271 5.635  0.118
H 4.309 2.136 3.503  0.067
H 1.799 1.883 2.196  0.019
C 3.037 3.857 0.096  -0.078
O 2.305 3.711 -1.096  -0.264
C 2.562 4.729 -2.036  -0.210
C 1.594 4.536 -3.177  -0.172
N 0.188 4.221 -2.831  -0.073
C -0.565 5.272 -2.137  -0.174
C -0.347 5.428 -0.640  -0.205
O -0.499 4.183 0.004  -0.275
C -0.420 4.268 1.421  -0.050
H 4.092 3.603 -0.039  0.105
H 2.634 3.163 0.827  0.057
H 2.945 4.854 0.542  0.100
H 3.580 4.663 -2.434  0.138
H 2.475 5.707 -1.543  0.118
H 1.934 3.670 -3.756  0.125
H 1.705 5.346 -3.913  0.129
H -0.219 4.120 -3.754  0.131
H -1.614 4.946 -2.203  0.108
H -0.628 6.225 -2.677  0.132
H -1.108 6.115 -0.257  0.137
H 0.648 5.857 -0.459  0.115
H -0.660 3.305 1.857  0.091
H -1.115 5.015 1.816  0.102
H 0.592 4.586 1.691  0.091
C -1.780 -7.741 -3.042  -0.110
O -0.725 -6.946 -2.540  -0.201
C -0.890 -5.556 -2.785  -0.225
C 0.413 -4.878 -2.376  -0.207
N 0.817 -5.157 -1.012  -0.047
C 0.074 -4.386 -0.010  -0.200
C 0.572 -4.752 1.365  -0.238
O 0.315 -6.122 1.590  -0.179
C 0.945 -6.593 2.742  -0.132
H -2.528 -7.930 -2.267  0.086
H -1.315 -8.657 -3.402  0.085
H -2.309 -7.258 -3.870  0.081
H -1.747 -5.210 -2.192  0.120
H -1.118 -5.368 -3.841  0.118
H 0.280 -3.795 -2.485  0.110
H 1.162 -5.158 -3.120  0.113
H 0.591 -6.126 -0.807  0.096
H -0.987 -4.678 -0.034  0.122
H 0.165 -3.310 -0.152  0.102
H 0.056 -4.143 2.122  0.111
H 1.638 -4.511 1.495  0.124
H 0.672 -6.002 3.630  0.089
H 2.040 -6.581 2.672  0.087
H 0.627 -7.614 2.955  0.084

---

4.
Entry from the OMol25 dataset: a structure of composition C29H23InO7P (wB97M-V/def2-TZVPD).

Results
- E_LUMO: 0.8824 eV
- Kohn-Sham gap: 6.40 eV
- Energy above the lowest of the compared OMol25 structures with the same formula, charge and spin: 0.0 kcal/mol
- Net charge: -1

Each line ends with the Löwdin charge.
CARTESIAN COORDINATES (ANGSTROEM)
O -2.021 -0.059 -4.342  -0.314
P -1.779 -1.437 -3.874  0.310
O -1.702 -2.536 -5.081  -0.179
O -3.115 -1.937 -3.092  -0.208
C -0.375 -1.686 -2.877  -0.408
In -0.859 -1.267 -0.685  0.244
H -2.594 -2.741 -5.393  0.061
H -3.048 -2.850 -2.791  0.055
H 0.023 -2.694 -2.972  0.004
H 0.345 -0.936 -3.203  0.007
H 0.627 -1.324 0.246  -0.147
H -1.649 0.311 -0.626  -0.144
H -2.034 -2.529 -0.217  -0.137
C -2.608 -3.514 3.689  -0.044
C -2.984 -4.146 4.871  -0.063
C -2.035 -4.767 5.665  -0.013
C -0.700 -4.763 5.277  -0.091
C -0.327 -4.136 4.088  -0.076
C -1.281 -3.506 3.295  0.015
C 1.090 -4.136 3.621  -0.277
O 1.392 -3.577 2.595  0.114
C 2.096 -4.852 4.462  -0.078
C 3.415 -4.908 4.030  -0.002
C 4.365 -5.557 4.800  -0.064
C 4.003 -6.147 6.006  -0.069
C 2.689 -6.095 6.439  -0.011
C 1.728 -5.452 5.666  -0.083
C 0.312 -5.427 6.145  -0.279
O 0.005 -5.936 7.204  0.092
H -3.350 -3.027 3.070  0.111
H -4.025 -4.155 5.170  0.103
H -2.312 -5.260 6.587  0.115
H -0.971 -3.025 2.375  0.095
H 3.675 -4.438 3.091  0.122
H 5.393 -5.603 4.461  0.104
H 4.749 -6.649 6.609  0.102
H 2.388 -6.549 7.373  0.116
C -2.348 2.865 -3.700  -0.041
C -2.614 3.303 -2.408  -0.042
C -1.939 4.393 -1.884  -0.001
C -0.984 5.054 -2.647  -0.093
C -0.700 4.604 -3.943  -0.088
C -1.387 3.513 -4.461  0.013
C 0.339 5.263 -4.774  -0.280
O 0.590 4.903 -5.905  0.098
C 1.085 6.412 -4.168  -0.080
C 2.096 7.020 -4.903  -0.010
C 2.793 8.090 -4.369  -0.071
C 2.479 8.563 -3.099  -0.071
C 1.475 7.959 -2.363  -0.010
C 0.778 6.879 -2.892  -0.081
C -0.289 6.229 -2.067  -0.282
O -0.561 6.666 -0.967  0.093
H -2.855 2.001 -4.102  0.084
H -3.341 2.776 -1.805  0.108
H -2.136 4.740 -0.879  0.117
H -1.155 3.170 -5.460  0.122
H 2.322 6.639 -5.890  0.117
H 3.584 8.559 -4.942  0.101
H 3.023 9.402 -2.683  0.101
H 1.217 8.308 -1.372  0.116

---

5.
Entry from the OMol25 dataset: a structure of composition C5H7NO at a distorted geometry (wB97M-V/def2-TZVPD).

Results
- Spin multiplicity: 3
- E_LUMO (spin up / spin down): 0.8013 / -2.6521 eV
- Kohn-Sham gap (spin up / spin down): 7.36 / 7.06 eV
- Energy above the lowest of the compared OMol25 structures with the same formula, charge and spin: 48.5 kcal/mol
- Net charge: 0
- ⟨S²⟩: 2.04

Each line ends with the Löwdin spin population.
CARTESIAN COORDINATES (ANGSTROEM)
C 1.932 1.237 0.282  0.456
C 1.015 0.973 -0.722  0.055
C -2.690 -0.091 -0.179  0.064
C 1.462 -0.035 1.116  0.059
C 0.522 -0.179 -0.072  0.394
N -1.641 0.116 0.669  0.721
O -2.627 -0.654 -1.229  0.190
H 2.901 1.823 0.383  0.026
H 0.809 1.607 -1.599  -0.007
H -3.540 0.451 0.082  0.008
H 2.126 -0.886 1.237  0.003
H 1.011 0.038 2.074  0.001
H 0.117 -1.024 -0.427  0.019
H -1.809 1.016 1.270  0.012

---

6.
Entry from the OMol25 dataset: an isolated molecule of C4H5ClO at a distorted geometry (wB97M-V/def2-TZVPD).

Results
- Spin multiplicity: 3
- E_LUMO (spin up / spin down): 0.8892 / -2.4653 eV
- Kohn-Sham gap (spin up / spin down): 6.67 / 8.09 eV
- Energy above the lowest of the compared OMol25 structures with the same formula, charge and spin: 53.5 kcal/mol
- Net charge: 0
- ⟨S²⟩: 2.01

Each line ends with the Löwdin spin population.
CARTESIAN COORDINATES (ANGSTROEM)
C 0.125 -0.967 1.254  0.793
C -0.862 -0.152 1.407  0.808
C -0.482 -0.497 -0.065  0.153
C 0.071 0.734 -0.904  0.044
O 1.155 0.403 -1.856  0.019
Cl 0.743 1.894 0.333  0.058
H 0.960 -1.692 1.572  0.038
H -1.348 0.626 1.837  0.052
H -1.210 -1.086 -0.625  0.035
H -0.789 1.142 -1.399  0.000
H 1.637 -0.405 -1.554  0.001

---

7.
Entry from the OMol25 dataset: an isolated molecule of C5H8BrF at a distorted geometry (wB97M-V/def2-TZVPD).

Results
- Spin multiplicity: 3
- E_LUMO (spin up / spin down): 0.8150 / -0.8926 eV
- Kohn-Sham gap (spin up / spin down): 7.12 / 8.50 eV
- Energy above the lowest of the compared OMol25 structures with the same formula, charge and spin: 2.6 kcal/mol
- Net charge: 0
- ⟨S²⟩: 2.03

Each line ends with the Löwdin spin population.
CARTESIAN COORDINATES (ANGSTROEM)
C -0.570 -1.967 -0.223  0.465
C -1.284 -1.328 0.819  0.037
C 1.552 1.887 -0.831  0.085
C -2.032 -0.238 0.592  0.298
C 1.104 0.885 0.198  0.649
F 1.589 1.161 1.443  0.135
Br 1.567 -0.903 -0.254  0.242
H -0.202 -2.970 -0.077  0.016
H -0.863 -1.725 -1.234  0.012
H -1.148 -1.691 1.829  -0.006
H 2.631 1.870 -1.003  0.025
H 1.046 1.685 -1.773  0.002
H 1.284 2.883 -0.485  0.004
H -2.518 0.284 1.399  0.020
H -2.157 0.167 -0.399  0.017

---

8.
Entry from the OMol25 dataset: a cluster of 2 separate species, C3H4BrF3O in total at a distorted geometry (wB97M-V/def2-TZVPD).

Results
- E_LUMO: 0.3594 eV
- Kohn-Sham gap: 9.45 eV
- Energy above the lowest of the compared OMol25 structures with the same formula, charge and spin: 73.5 kcal/mol
- Net charge: 0

Each line ends with the natural charge from an NBO analysis.
CARTESIAN COORDINATES (ANGSTROEM)
C -1.021 -0.959 -0.232  -0.006
C 2.102 0.979 0.487  0.197
C -1.196 0.402 0.504  0.527
O 1.599 1.302 -0.618  -0.633
F 0.288 -1.113 -0.485  -0.365
F -1.313 1.374 -0.369  -0.323
F -2.354 0.294 1.139  -0.331
Br 3.135 -0.625 0.593  -0.040
H -1.503 -1.130 -1.187  0.179
H -1.381 -1.692 0.542  0.167
H -0.252 0.415 1.093  0.148
H 1.895 0.753 -1.467  0.480

---

9.
Entry from the OMol25 dataset: a cluster of 2 separate species, C2H3Cl2PS in total at a distorted geometry (wB97M-V/def2-TZVPD).

Results
- E_LUMO: 0.4974 eV
- Kohn-Sham gap: 9.97 eV
- Energy above the lowest of the compared OMol25 structures with the same formula, charge and spin: 47.0 kcal/mol
- SMILES string: SP(Cl)Cl.C#C
- Net charge: 0

Each line ends with the natural charge from an NBO analysis.
CARTESIAN COORDINATES (ANGSTROEM)
S -2.173 2.053 -0.146  -0.322
P -1.489 0.045 0.077  0.684
Cl -2.511 -0.656 -1.472  -0.262
Cl -2.594 -0.699 1.531  -0.264
H -1.164 2.658 0.730  0.166
C 2.369 -0.262 -0.209  -0.234
C 2.621 -1.435 -0.149  -0.230
H 2.103 0.733 0.043  0.230
H 2.838 -2.437 -0.406  0.232

---

10.
Entry from the OMol25 dataset: a cluster of 2 separate species, C30H30BCl3O2S in total at a distorted geometry (wB97M-V/def2-TZVPD).

Results
- E_LUMO: 0.2151 eV
- Kohn-Sham gap: 7.91 eV
- Energy above the lowest of the compared OMol25 structures with the same formula, charge and spin: 0.0 kcal/mol
- SMILES string: CC1(C)OB(C(c2ccc(Cl)cc2)c2ccc(Cl)cc2)OC1(C)C.Cc1ccc(-c2ccc(Cl)cc2)s1
- Net charge: 0

Each line ends with the natural charge from an NBO analysis.
CARTESIAN COORDINATES (ANGSTROEM)
C -3.977 -3.064 4.308  -0.627
C -3.475 -1.979 3.384  0.248
C -4.075 -0.648 3.829  -0.642
O -2.036 -1.915 3.565  -0.733
B -1.521 -1.625 2.330  1.173
C 0.003 -0.766 2.132  -0.579
C 0.563 -0.787 0.733  -0.014
C -0.265 -0.802 -0.394  -0.138
C 0.252 -1.006 -1.673  -0.257
C 1.634 -1.145 -1.833  -0.054
Cl 2.302 -1.314 -3.406  0.007
C 2.483 -1.141 -0.718  -0.238
C 1.938 -0.984 0.555  -0.190
C 0.289 0.211 3.232  -0.011
C -0.750 0.774 3.978  -0.126
C -0.496 1.486 5.147  -0.265
C 0.824 1.632 5.588  -0.039
Cl 1.161 2.578 6.985  0.008
C 1.878 1.054 4.871  -0.239
C 1.607 0.378 3.684  -0.186
O -2.378 -1.783 1.282  -0.737
C -3.639 -2.250 1.825  0.247
C -3.754 -3.728 1.479  -0.634
C -4.745 -1.494 1.116  -0.630
H -5.060 -3.189 4.194  0.211
H -3.483 -4.021 4.118  0.223
H -3.783 -2.775 5.348  0.226
H -5.170 -0.711 3.872  0.221
H -3.714 -0.406 4.838  0.229
H -3.803 0.180 3.161  0.210
H 0.455 -1.712 2.556  0.244
H -1.329 -0.646 -0.264  0.231
H -0.400 -1.056 -2.542  0.226
H 3.555 -1.262 -0.854  0.231
H 2.592 -1.044 1.424  0.212
H -1.773 0.661 3.619  0.202
H -1.310 1.926 5.719  0.225
H 2.899 1.156 5.234  0.228
H 2.422 -0.062 3.113  0.218
H -4.703 -4.137 1.848  0.215
H -3.739 -3.848 0.388  0.224
H -2.926 -4.311 1.901  0.219
H -5.725 -1.794 1.507  0.216
H -4.644 -0.408 1.220  0.219
H -4.727 -1.735 0.045  0.225
C -2.093 3.624 2.307  -0.646
C -0.851 3.103 1.703  -0.160
C -0.705 2.539 0.445  -0.281
C 0.630 2.158 0.169  -0.205
C 1.472 2.236 1.269  -0.210
C 2.930 2.210 1.216  -0.096
C 3.607 1.939 0.003  -0.123
C 5.000 1.906 -0.040  -0.246
C 5.738 2.167 1.121  -0.064
Cl 7.451 2.132 1.068  0.015
C 5.085 2.478 2.323  -0.217
C 3.695 2.539 2.353  -0.202
S 0.677 3.243 2.490  0.428
H -2.923 3.453 1.614  0.223
H -2.309 3.117 3.258  0.221
H -2.001 4.700 2.505  0.229
H -1.543 2.426 -0.240  0.221
H 0.956 1.783 -0.796  0.225
H 3.033 1.763 -0.906  0.212
H 5.515 1.677 -0.967  0.228
H 5.666 2.681 3.220  0.227
H 3.198 2.840 3.275  0.225